# 1
C27H38CrFN3 | ωB97M-V/def2-TZVPD

XYZ file:
```
70
Properties=species:S:1:pos:R:3:forces:R:3:lowdin_charge:R:1
Cr 1.29307 0.38305 0.49814 0.26 0.04 0.21 0.80
C 3.40362 -0.29125 1.09459 -0.03 0.04 -0.13 -0.12
C 2.56784 -1.42052 0.88416 0.13 -0.11 -0.03 -0.12
C 1.57196 -1.40916 1.88279 -0.07 0.02 -0.08 -0.11
C 1.73676 -0.24232 2.64900 -0.09 0.01 0.03 -0.13
C 2.88715 0.44167 2.17095 -0.04 0.05 -0.07 -0.13
H 4.26315 -0.02085 0.50110 0.02 -0.03 0.03 0.12
H 2.69425 -2.17684 0.12914 0.05 -0.05 0.05 0.11
H 0.78172 -2.13111 1.98054 0.00 -0.06 0.04 0.12
H 1.10218 0.07102 3.46370 0.03 -0.05 0.05 0.12
H 3.28589 1.36558 2.55919 0.01 -0.04 0.05 0.12
N 0.50439 2.21960 1.25290 -0.13 0.29 -0.03 -0.01
C 0.97872 3.59142 0.85414 -0.04 -0.13 0.01 -0.18
C 2.46314 3.58827 0.49434 0.09 -0.24 0.05 -0.16
C 2.76005 3.47617 -1.01128 -0.16 -0.07 -0.03 -0.17
C 3.28264 2.11356 -1.42782 -0.09 -0.14 -0.04 -0.19
N 2.24681 1.04013 -1.29858 0.21 -0.12 -0.15 -0.01
H -0.50893 2.18741 1.14511 0.00 -0.04 -0.07 0.10
H 0.66347 2.13918 2.25333 -0.08 -0.06 0.01 0.10
H 0.76279 4.27884 1.67164 0.06 -0.02 0.05 0.12
H 0.37600 3.89989 0.00614 0.03 0.07 0.02 0.11
H 2.91701 2.72811 0.99475 0.05 0.11 0.01 0.08
H 2.96965 4.44837 0.92993 -0.16 0.17 -0.13 0.12
H 3.47194 4.23973 -1.32213 0.13 -0.09 0.04 0.12
H 1.85648 3.66955 -1.59114 -0.02 0.13 0.01 0.11
H 4.13812 1.81411 -0.82072 0.00 0.08 0.02 0.11
H 3.61091 2.13717 -2.46840 0.04 0.05 0.01 0.13
H 2.67818 0.18412 -1.63994 -0.02 -0.04 -0.02 0.09
H 1.49635 1.23218 -1.95837 0.02 0.02 0.09 0.09
C -3.17434 -0.08052 2.19395 -0.01 -0.03 -0.01 -0.04
C -1.74707 -0.63756 2.24195 0.01 0.02 -0.07 -0.37
C -1.43942 -1.05986 3.68311 0.00 -0.01 0.02 -0.07
C -1.52512 -1.77014 1.24632 0.06 0.04 0.01 -0.17
C -2.03070 -3.02132 1.57905 0.01 -0.02 0.00 -0.03
C -1.86756 -4.10727 0.73922 0.00 0.00 0.01 -0.05
C -1.20256 -3.93474 -0.45853 0.03 -0.01 -0.01 -0.02
C -0.69108 -2.69752 -0.85223 0.02 0.01 -0.01 -0.12
C -0.06811 -2.66353 -2.24862 0.00 -0.01 0.01 -0.35
C 1.45169 -2.52771 -2.23527 -0.02 -0.01 0.04 -0.06
C -0.68362 -1.66194 -3.22607 0.01 0.02 -0.01 -0.05
C -0.83025 -1.60483 0.02595 -0.08 -0.06 -0.07 -0.23
N -0.37882 -0.28833 -0.37750 -0.27 -0.03 0.13 -0.03
C -1.43358 0.41798 -0.98387 -0.01 0.07 -0.01 -0.24
C -2.72637 -0.11331 -1.18839 0.02 -0.03 0.10 -0.04
C -3.73745 0.58836 -1.81905 -0.01 0.06 -0.01 -0.07
C -3.53537 1.87599 -2.29640 -0.01 -0.07 0.00 -0.08
C -2.27778 2.42784 -2.14444 0.09 0.05 0.01 -0.01
C -1.29238 1.69737 -1.51768 -0.03 0.05 -0.02 -0.21
F -0.04760 2.28590 -1.46160 -0.09 0.06 -0.05 -0.02
H -3.30715 0.68623 2.96026 0.01 0.01 -0.01 0.09
H -3.89590 -0.87493 2.39637 0.01 -0.01 -0.01 0.09
H -3.41437 0.35430 1.22711 -0.01 0.01 -0.03 0.06
H -1.06515 0.17156 1.96548 0.00 0.01 0.03 0.09
H -2.21444 -1.72114 4.07151 -0.02 0.02 -0.01 0.08
H -1.41853 -0.18710 4.33957 0.01 0.01 -0.01 0.09
H -0.49365 -1.59164 3.77930 0.05 0.00 0.00 0.07
H -2.56688 -3.14880 2.51075 0.00 0.00 0.00 0.12
H -2.26602 -5.07608 1.00932 0.00 0.00 0.00 0.11
H -1.09169 -4.77865 -1.12868 0.00 0.00 0.00 0.12
H -0.27450 -3.65461 -2.65945 -0.03 0.02 -0.03 0.13
H 1.72934 -1.59559 -1.74703 0.04 0.08 -0.02 0.03
H 1.84339 -2.51684 -3.25361 0.00 -0.01 0.00 0.09
H 1.92452 -3.35342 -1.69979 -0.01 0.02 0.02 0.09
H -0.38705 -0.63711 -3.00214 0.01 -0.01 -0.02 0.07
H -1.77220 -1.70085 -3.21716 0.01 -0.01 -0.01 0.09
H -0.34698 -1.89348 -4.23803 0.00 -0.01 0.00 0.09
H -2.94723 -1.11385 -0.84843 0.04 -0.01 0.02 0.12
H -4.70116 0.11050 -1.93665 0.00 0.01 0.00 0.11
H -4.32364 2.42648 -2.78885 -0.01 0.00 0.01 0.11
H -2.02851 3.41302 -2.51695 -0.02 0.00 -0.01 0.12
```
Forces are in eV/Å.

## Properties
**Kohn-Sham gap (alpha / beta)**: 7.1 / 7.9 eV
**Charge**: +1
**<S²>**: 3.809
**HOMO level (alpha / beta)**: -10.225 / -10.458 eV
**Multiplicity**: 4
**LUMO (alpha / beta)**: -3.17 / -2.57 eV

---

# 2
C27H38N2O3S5Y | ωB97M-V/def2-TZVPD

XYZ file:
```
76
Properties=species:S:1:pos:R:3:forces:R:3:lowdin_charge:R:1
Y -0.06056 0.24891 0.78484 0.02 0.21 -0.87 1.31
C 3.83306 1.27587 -0.30434 0.16 -0.14 -0.06 -0.49
C 4.02710 0.09837 0.64132 0.19 0.08 -0.04 -0.50
S 2.73818 -1.15826 0.57170 -0.23 0.01 0.27 0.87
C 2.96559 -1.80700 -1.08736 0.05 -0.08 -0.26 -0.50
C 1.77530 -2.68490 -1.42700 0.11 -0.19 -0.01 -0.50
S 0.21716 -1.79180 -1.54578 -0.41 0.03 0.12 0.89
C 0.43867 -0.95146 -3.12431 -0.02 0.16 -0.19 -0.50
C -0.50049 0.24313 -3.21514 -0.05 -0.17 -0.18 -0.50
S -0.19928 1.52692 -1.99233 -0.17 0.24 0.29 0.86
C 1.41298 2.16613 -2.48484 0.21 0.04 -0.06 -0.50
C 1.96965 3.05744 -1.38254 -0.01 0.11 -0.22 -0.51
S 2.34239 2.18258 0.14526 -0.11 0.02 0.25 0.90
H 3.78555 0.93962 -1.34053 -0.06 0.03 0.00 0.07
H 4.68765 1.94847 -0.21910 -0.01 0.00 0.02 0.09
H 4.06136 0.41687 1.68289 -0.07 -0.02 0.02 0.06
H 4.97848 -0.39244 0.43053 0.00 0.01 -0.01 0.10
H 3.88131 -2.40051 -1.11647 -0.01 -0.01 0.04 0.10
H 3.06893 -1.00673 -1.82262 -0.01 0.03 0.07 0.06
H 1.62604 -3.44423 -0.65879 -0.03 0.03 0.03 0.06
H 1.93645 -3.21911 -2.36388 -0.01 0.04 -0.02 0.10
H 0.20827 -1.65185 -3.92831 -0.03 0.00 0.02 0.10
H 1.47419 -0.63668 -3.25573 0.00 -0.01 0.06 0.07
H -1.53908 -0.05917 -3.06546 0.02 -0.01 0.08 0.08
H -0.45091 0.69248 -4.20769 0.05 0.02 0.02 0.10
H 1.28849 2.74261 -3.40275 -0.03 0.01 0.02 0.10
H 2.10428 1.34921 -2.69542 -0.04 -0.03 0.02 0.06
H 1.25845 3.84373 -1.12359 -0.03 -0.05 0.06 0.09
H 2.87031 3.56440 -1.73093 0.02 -0.05 0.01 0.10
C 0.28631 -4.51672 1.60595 0.07 -0.03 0.04 -0.03
C -1.04369 -3.82578 1.49074 -0.20 0.00 0.11 -0.27
C -2.23175 -4.54452 1.57352 0.06 0.02 -0.05 -0.02
C -3.43949 -3.87740 1.46125 -0.05 0.00 0.01 -0.26
C -4.73577 -4.63661 1.55995 -0.03 -0.04 -0.01 -0.04
C -3.48104 -2.49496 1.27309 -0.05 -0.05 -0.05 0.01
C -2.32173 -1.71554 1.19980 0.20 0.29 -0.23 -0.27
C -1.12352 -2.45630 1.31624 0.27 -0.04 0.01 -0.11
N -2.18155 -0.32478 0.99588 -0.06 -0.26 0.08 -0.11
C -3.31427 0.64652 0.89822 0.00 -0.30 -0.23 -0.62
C -2.91263 1.88462 1.69520 0.03 0.17 -0.01 -0.06
C -3.50499 1.04594 -0.57002 -0.02 -0.01 -0.14 -0.06
C -4.68921 0.19951 1.40374 -0.05 0.15 0.24 -0.06
H 0.21477 -5.39162 2.25094 -0.02 0.02 0.02 0.09
H 1.05003 -3.85966 2.02783 -0.01 0.02 -0.03 0.08
H 0.63295 -4.87608 0.63318 -0.03 -0.01 -0.01 0.07
H -2.21116 -5.61624 1.73142 0.00 0.01 -0.01 0.12
H -4.56446 -5.71189 1.54007 0.00 0.01 0.01 0.08
H -5.40631 -4.38671 0.73642 0.02 0.02 0.00 0.08
H -5.25855 -4.39929 2.48838 0.02 0.02 0.00 0.09
H -4.45630 -2.05610 1.19253 0.06 -0.08 -0.01 0.08
H -0.13182 -1.99473 1.28719 0.13 0.10 0.23 0.02
H -2.02723 2.37461 1.27999 0.02 -0.05 -0.03 0.05
H -2.69779 1.62990 2.73400 -0.03 -0.02 0.00 0.09
H -3.70343 2.63661 1.67539 -0.03 -0.04 0.00 0.09
H -2.62491 1.55864 -0.96376 0.03 -0.02 0.03 0.01
H -4.34540 1.73333 -0.69172 -0.02 -0.03 0.04 0.09
H -3.69702 0.16189 -1.18241 -0.01 -0.01 0.02 0.09
H -4.65628 -0.20799 2.41471 0.04 -0.03 -0.02 0.10
H -5.16866 -0.51572 0.74138 -0.02 0.11 -0.04 0.07
H -5.33022 1.08250 1.42509 0.01 0.00 0.03 0.09
O 3.14065 -0.46641 3.63542 0.02 -0.10 -0.16 -0.30
S 1.76710 -0.39126 4.05060 -0.36 0.05 0.16 0.64
O 1.12624 -1.55980 4.55999 0.06 -0.05 -0.03 -0.26
N 0.84930 0.27387 2.84390 0.57 0.53 0.56 -0.19
C 0.62603 1.60136 3.06692 0.08 -0.66 0.21 -0.52
O 0.11501 2.28865 2.16810 -0.30 -0.07 -0.35 -0.10
C 1.01128 2.04847 4.42465 -0.04 -0.06 -0.17 -0.13
C 0.82495 3.28236 5.02014 0.00 0.03 0.05 0.02
C 1.24748 3.42971 6.33538 0.00 -0.05 -0.02 -0.04
C 1.83508 2.36873 7.02107 0.00 0.04 0.04 -0.04
C 2.02542 1.12886 6.41908 -0.04 0.13 -0.02 -0.01
C 1.59719 1.00378 5.11429 0.14 0.01 0.30 -0.21
H 0.35750 4.09418 4.47967 0.00 -0.01 -0.01 0.13
H 1.11483 4.37607 6.84124 0.00 0.01 -0.01 0.11
H 2.14992 2.51589 8.04573 0.00 -0.02 0.00 0.12
H 2.47999 0.30814 6.95644 0.01 -0.02 -0.04 0.13
```
Forces are in eV/Å.

## Properties
**Kohn-Sham gap**: 7.1 eV
**Charge**: +1
**HOMO level**: -9.536 eV
**Energy above the lowest of the compared OMol25 structures with the same formula, charge and spin**: 0.828 eV
**Multiplicity**: 1
**LUMO**: -2.47 eV

---

# 3
C27H39BCuN6S3 | ωB97M-V/def2-TZVPD

XYZ file:
```
77
Properties=species:S:1:pos:R:3:forces:R:3:lowdin_charge:R:1
Cu 0.04132 0.31465 -0.66529 0.02 -0.02 0.44 -0.04
C 4.40523 -1.58061 0.70300 -0.01 -0.07 -0.09 -0.05
C 3.41876 -1.40196 1.80977 0.05 -0.04 0.06 -0.23
C 3.74748 -1.58196 3.11633 -0.12 0.05 -0.13 0.09
C 2.76994 -1.43114 4.13387 0.08 0.11 -0.19 -0.18
N 1.58939 -0.95324 3.84252 -0.17 0.26 0.49 0.19
N 1.26388 -0.70536 2.55699 0.37 -0.18 -0.41 0.06
B -0.04705 0.08732 2.41882 -0.06 -0.86 -0.03 -0.59
N 0.02966 1.47359 1.81326 0.04 0.48 -0.04 0.13
N -0.07211 1.43839 3.15823 -0.02 0.48 0.29 0.25
C -0.17742 2.51198 3.90382 -0.10 0.01 -0.02 -0.08
C -0.17176 3.74204 3.18569 0.13 -0.01 -0.15 0.12
C -0.03236 3.81383 1.82904 0.02 -0.12 0.16 -0.19
C 0.00133 5.10252 1.09566 -0.01 0.13 -0.14 -0.04
C 0.06986 2.58224 1.07078 -0.06 -0.15 0.22 -0.60
S 0.20004 2.57442 -0.60847 -0.12 -0.18 -0.21 0.83
C -0.28947 2.41852 5.41007 0.00 -0.19 0.12 -0.52
C -1.40478 1.42062 5.76228 0.07 0.06 -0.10 -0.02
C 1.06016 1.90980 5.94667 -0.01 0.16 -0.10 -0.02
C -0.59578 3.78350 6.02500 -0.04 0.00 -0.08 -0.04
N -1.38409 -0.65808 2.37935 -0.42 0.06 -0.61 0.06
N -1.55932 -1.32798 3.53722 0.27 -0.12 0.35 0.19
C -2.70699 -1.88876 3.79578 -0.01 0.10 -0.07 -0.18
C -3.79415 -1.75227 2.89386 0.06 0.12 -0.12 0.09
C -3.63509 -1.10659 1.70991 -0.06 -0.05 0.10 -0.23
C -4.74650 -0.95943 0.72438 0.00 -0.01 -0.12 -0.06
C -2.33796 -0.57600 1.42069 0.41 -0.13 0.29 -0.52
S -2.13991 0.12680 -0.12127 0.23 0.31 -0.37 0.85
C -2.89188 -2.65394 5.08880 0.02 -0.08 0.12 -0.55
C -1.56155 -2.82749 5.81075 -0.02 0.01 -0.07 -0.05
C -3.87338 -1.87460 5.97974 0.04 -0.01 -0.09 -0.02
C -3.48010 -4.03816 4.76709 0.03 0.07 -0.02 -0.03
C 2.06982 -1.03784 1.52110 -0.25 0.12 0.38 -0.53
S 1.55857 -1.18297 -0.10863 -0.31 0.01 -0.37 0.82
C 3.14208 -1.78689 5.55964 0.01 -0.13 0.14 -0.54
C 1.96785 -1.67234 6.52777 0.02 0.05 -0.11 -0.04
C 4.28493 -0.86669 6.02173 -0.10 -0.01 -0.09 -0.02
C 3.62777 -3.24962 5.55467 0.01 0.08 0.01 -0.02
H 5.40204 -1.75096 1.10187 0.00 -0.01 0.01 0.10
H 4.42367 -0.70370 0.05469 0.02 0.00 0.02 0.09
H 4.12688 -2.42907 0.07512 0.04 -0.01 0.02 0.09
H 4.76193 -1.84809 3.37955 -0.02 -0.04 0.01 0.14
H -0.27180 4.65731 3.74928 0.00 0.00 -0.02 0.13
H -0.10869 5.94851 1.76841 0.01 -0.01 0.01 0.10
H -0.79182 5.13187 0.34450 -0.02 0.00 0.04 0.10
H 0.94008 5.19860 0.54431 0.01 0.01 0.04 0.10
H -1.18866 0.43378 5.35245 -0.01 -0.05 0.02 0.06
H -2.36983 1.76350 5.38180 0.00 -0.03 0.01 0.10
H -1.47930 1.33510 6.84614 0.01 0.00 0.00 0.10
H 1.32240 0.96226 5.48553 0.04 -0.02 -0.05 0.04
H 0.98603 1.76775 7.02493 0.00 0.01 0.00 0.11
H 1.85523 2.63350 5.75302 0.00 -0.02 0.01 0.10
H -1.54217 4.18834 5.66131 0.01 0.04 0.02 0.10
H 0.20295 4.50126 5.83124 -0.03 0.02 0.06 0.09
H -0.67756 3.67414 7.10516 0.00 -0.03 0.00 0.10
H -4.75816 -2.17073 3.14954 0.01 -0.02 0.00 0.14
H -5.68635 -1.29907 1.15207 0.00 -0.01 0.01 0.10
H -4.53908 -1.54371 -0.17503 -0.02 0.00 0.02 0.10
H -4.85290 0.07848 0.40606 -0.05 0.00 0.04 0.08
H -1.11480 -1.86262 6.04366 0.09 0.01 0.04 0.06
H -0.86685 -3.39184 5.18740 0.09 0.01 0.05 0.09
H -1.71822 -3.37375 6.74070 -0.01 0.00 -0.01 0.10
H -3.47164 -0.89514 6.24646 -0.01 0.00 0.01 0.08
H -4.04545 -2.43745 6.89693 -0.01 0.02 0.01 0.10
H -4.83856 -1.73342 5.49011 -0.01 0.02 0.03 0.09
H -2.86155 -4.57445 4.04513 -0.01 -0.02 0.02 0.10
H -4.49642 -3.97405 4.37687 0.01 -0.03 -0.01 0.08
H -3.52017 -4.62606 5.68348 -0.02 -0.01 -0.01 0.10
H 1.44983 -0.72046 6.43260 -0.01 -0.10 0.08 0.05
H 2.34108 -1.75875 7.54784 -0.01 -0.04 0.00 0.10
H 1.25717 -2.47668 6.35929 -0.16 -0.02 -0.02 0.07
H 3.97026 0.17886 6.02419 0.03 0.01 0.02 0.09
H 5.17085 -0.96350 5.39295 0.01 0.04 0.01 0.09
H 4.57077 -1.14074 7.03657 0.02 0.01 0.00 0.10
H 2.87536 -3.91259 5.12327 0.00 -0.01 0.03 0.10
H 3.81124 -3.56524 6.58152 0.02 -0.02 -0.01 0.10
H 4.55811 -3.37447 4.99934 0.00 -0.02 0.02 0.09
```
Forces are in eV/Å.

## Properties
**Kohn-Sham gap (alpha / beta)**: 7.9 / 6.0 eV
**Charge**: +2
**<S²>**: 0.757
**HOMO level (alpha / beta)**: -14.580 / -14.443 eV
**Multiplicity**: 2
**LUMO (alpha / beta)**: -6.73 / -8.44 eV

---

Number 1: E -64220.8262 eV. Number 2: E -92956.3479 eV. Number 3: E -115382.2419 eV.